Entry 1:
ORCA calculation (wB97M-V/def2-TZVPD) on the molecule C5H7NO2.

Summary:
- SMILES = O=CCC(=O)N1CC1
- gap between HOMO and LUMO (eV) = 10.5
- total charge = 0
- HOMO level (eV) = -9.8159

CARTESIAN COORDINATES (ANGSTROEM)
O  -2.3705  -0.9921  -0.9224
C  -2.4428  -0.2015  0.0447
C  -1.4244  0.5383  0.7806
C  -0.1353  0.7471  -0.0985
O  -0.2576  1.6899  -0.9089
N  1.1350  0.2929  0.3791
C  2.3099  0.0161  -0.4852
C  1.5411  -1.2109  -0.0247
H  -3.5175  -0.0862  0.1168
H  -1.2534  0.2549  1.8214
H  -1.8609  1.5255  0.7182
H  3.1361  0.5253  0.1163
H  2.2411  0.1576  -1.5673
H  1.0039  -1.5083  -0.9951
H  1.8954  -1.7486  1.0251

Atomic partial charges in e from the Löwdin method, atoms 1 to 6:
1. O 0.013
2. C -0.244
3. C -0.061
4. C -0.395
5. O 0.053
6. N -0.034



Entry 2:
ORCA calculation (wB97M-V/def2-TZVPD) on a structure of composition C17H34MoOP2.

Summary:
- spin multiplicity = 3
- gap between HOMO and LUMO (alpha / beta) (eV) = 4.1 / 4.1
- total charge = +2
- HOMO level (alpha / beta) (eV) = -13.7053 / -13.6665

CARTESIAN COORDINATES (ANGSTROEM)
P  -0.2949  -1.4988  -5.5175
P  0.2987  1.8273  -5.5143
C  -0.4535  -0.4446  -7.0726
C  0.4020  0.8316  -7.0920
H  -1.5319  -0.2231  -7.1916
H  -0.1551  -1.1218  -7.8914
H  1.4661  0.6140  -7.2950
H  0.0412  1.5055  -7.8858
C  -1.3795  2.5080  -5.8497
H  -1.6553  3.2118  -5.0541
H  -2.1423  1.7183  -5.9195
H  -1.3357  3.0397  -6.8078
C  1.3743  3.2389  -5.9173
H  0.9900  3.7436  -6.8115
H  2.3986  2.8910  -6.1019
H  1.3653  3.9375  -5.0702
C  -1.2680  -2.9138  -6.1220
H  -1.2168  -3.7178  -5.3787
H  -0.8370  -3.2515  -7.0712
H  -2.3102  -2.6092  -6.2789
C  1.4165  -2.0756  -5.8722
H  2.1571  -1.2642  -5.8695
H  1.4100  -2.5402  -6.8634
H  1.7020  -2.8259  -5.1258
Mo  0.0508  -0.0833  -0.8196
C  0.5703  1.9044  -2.3480
C  -0.7913  1.5787  -2.4124
C  -1.5137  0.6125  -3.3101
C  -1.8241  -0.8133  -2.7764
C  -0.6232  -1.5763  -2.3292
C  0.7744  -1.3083  -2.4717
C  1.4552  -0.2836  -3.3310
C  1.7844  1.1150  -2.7398
C  0.2079  -1.7000  0.4672
H  0.7801  2.8699  -1.8672
H  -1.4585  2.3165  -1.9364
H  -0.9479  0.4650  -4.2523
H  -2.4676  1.0771  -3.6386
H  -2.5551  -0.7313  -1.9483
H  -2.3338  -1.3713  -3.5873
H  -0.8396  -2.5585  -1.9021
H  1.4117  -2.1451  -2.1623
H  0.8288  -0.0723  -4.2221
H  2.3827  -0.7264  -3.7404
H  2.4779  0.9886  -1.8846
H  2.3422  1.6768  -3.5154
H  1.1794  -1.6353  0.9856
H  0.1072  -2.6861  -0.0089
H  -0.6016  -1.5654  1.2039
C  0.4895  1.3353  2.0014
C  -0.2860  1.5720  0.7530
O  -1.0908  2.4496  0.4929
H  1.5535  1.1946  1.7669
H  0.1184  0.4273  2.4953
H  0.3723  2.1998  2.6675

Atomic partial charges in e from the Löwdin method, atoms 1 to 6:
1. P 0.884
2. P 0.880
3. C -0.385
4. C -0.385
5. H 0.084
6. H 0.087



Computed energy above the lowest of the compared OMol25 structures with the same formula, charge and spin, in the same sequence as the records: 3.857; 0.000 eV.
Computed maximum force, in the same sequence as the records: 5.61; 4.21 eV Å⁻¹.